Entry from the OMol25 dataset: a molecular structure, C24H17MnN2O8S (ωB97M-V/def2-TZVPD).

Values from the calculation:
HOMO (alpha / beta) ... -0.32054 / -0.32572 hartree
E_LUMO (alpha / beta) ... -2.02 / -1.25 eV
Multiplicity ... 5
Kohn-Sham gap (alpha / beta) ... 6.7 / 7.6 eV

Geometry (Å):
Mn: 0.04 -0.82 -0.19
S: 5.74 -5.55 5.04
O: 0.87 2.25 -2.83
O: -0.07 2.72 -4.71
O: -0.58 -2.37 -0.93
O: -0.23 -0.90 -7.86
O: -0.71 -2.89 -7.16
O: -0.22 0.06 -1.71
O: -1.51 -3.71 -2.43
O: 4.15 -4.55 6.91
N: 0.25 1.93 -3.83
N: -0.46 -1.71 -6.98
C: 6.01 -5.84 7.74
C: -0.28 -0.35 -2.95
C: -0.07 1.67 1.05
C: 4.64 -4.63 4.00
C: -0.82 0.59 1.55
C: 4.36 -2.99 2.27
C: -0.60 -1.70 -3.25
C: 5.12 -5.21 6.70
C: 3.26 -4.80 4.08
C: 2.43 -4.03 3.29
C: -2.62 1.10 0.02
C: -0.63 2.46 0.04
C: 2.08 -2.30 1.61
C: -0.94 -2.68 -2.16
C: -0.42 -1.24 -5.60
C: -1.89 2.19 -0.45
C: -0.07 0.53 -4.04
C: 1.27 -1.64 0.99
C: -0.17 0.09 -5.35
C: -2.09 0.30 1.01
C: 5.18 -3.74 3.08
C: 1.26 2.01 1.67
C: 2.97 -3.10 2.39
C: -0.65 -2.13 -4.56
H: -0.86 -3.17 -4.76
H: 1.10 2.51 2.63
H: 6.79 -5.13 8.00
H: 5.44 -6.07 8.63
H: -2.31 2.83 -1.22
H: 1.36 -4.14 3.35
H: 4.78 -2.30 1.55
H: 1.83 2.68 1.03
H: -0.05 3.28 -0.36
H: -0.51 0.11 2.47
H: 1.84 1.11 1.86
H: -2.67 -0.51 1.43
H: -0.02 0.78 -6.16
H: -3.60 0.89 -0.38
H: 2.84 -5.53 4.75
H: 6.48 -6.74 7.35
H: 6.26 -3.65 3.01

Here are the Löwdin charges for atoms 1 to 8, given in e: 0.99 1.02 0.08 0.08 -0.11 0.08 0.09 -0.15